Record 1
A 2-piece molecular cluster, C3H8N2O2 overall, computed with the ωB97M-V functional and the def2-TZVPD basis.

## Properties
**HOMO (alpha / beta)**: -7.8114 / -7.8139 eV
**ΔE to the lowest compared entry with this formula, charge and spin**: 114.5 kcal/mol
**Energy**: -10311.989 eV
**Max |F|**: 1.15 eV/A
**LUMO level (alpha / beta)**: 0.342 / 0.343 eV

```
15
C3H8N2O2 (the ωB97M-V functional and the def2-TZVPD basis)
N -0.743 -1.268 -0.469
H -2.271 1.121 0.885
C -1.243 0.998 0.542
O 1.193 -0.230 0.095
H -0.005 0.079 -1.838
C 0.060 -0.936 -1.469
N 2.009 0.742 0.615
H 1.961 1.603 0.073
H -1.181 1.332 -0.493
C -0.836 -0.436 0.758
O -1.014 -1.036 1.795
H 2.967 0.400 0.636
H -0.591 1.619 1.156
H 0.472 -1.736 -2.075
H -0.779 -2.250 -0.212
```

Record 2
A 2-piece molecular cluster, C3H8N2O2 overall, computed with the ωB97M-V functional and the def2-TZVPD basis.

## Properties
**HOMO**: -8.7800 eV
**ΔE to the lowest compared entry with this formula, charge and spin**: 61.0 kcal/mol
**Energy**: -10314.308 eV
**Max |F|**: 2.10 eV/A
**LUMO level**: 0.912 eV

```
15
C3H8N2O2 (the ωB97M-V functional and the def2-TZVPD basis)
H 3.193 -0.296 0.728
H 2.919 1.123 -0.471
H -0.627 1.567 0.053
O -2.610 1.235 -0.202
C -1.564 2.078 -0.202
C -0.393 -1.778 0.153
H -0.460 -2.125 -0.883
H -3.372 1.803 -0.436
O -1.703 3.262 -0.452
N 1.314 -0.161 -0.233
H -0.625 -2.618 0.815
H -1.150 -1.007 0.319
H 1.614 -2.035 0.336
N 0.943 -1.271 0.448
C 2.520 0.224 0.024
```

Record 3
C3H8N2O2 as an isolated structure, computed with the ωB97M-V functional and the def2-TZVPD basis.

## Properties
**HOMO**: -7.9773 eV
**ΔE to the lowest compared entry with this formula, charge and spin**: 270.8 kcal/mol
**Energy**: -10305.207 eV
**Max |F|**: 6.66 eV/A
**LUMO level**: -2.956 eV

```
15
C3H8N2O2 (the ωB97M-V functional and the def2-TZVPD basis)
H -5.494 -0.979 -0.550
C 2.556 1.053 0.835
H 3.664 1.098 0.849
H 0.898 0.275 -0.422
O -5.178 -1.070 -1.513
O -3.795 -0.623 0.543
C 1.972 0.272 -0.372
H 2.434 -0.696 -0.461
N 2.824 0.527 2.148
C -4.252 -1.284 -0.343
H 2.103 2.048 0.897
H 2.536 0.710 -2.272
N 1.763 0.947 -1.649
H -4.053 -2.384 -0.336
H 2.023 0.106 2.645
```

Record 4
A 2-piece molecular cluster, C3H8N2O2 overall, computed with the ωB97M-V functional and the def2-TZVPD basis.

## Properties
**HOMO**: -8.8226 eV
**ΔE to the lowest compared entry with this formula, charge and spin**: 80.4 kcal/mol
**Energy**: -10313.466 eV
**Max |F|**: 4.27 eV/A
**LUMO level**: 0.596 eV

```
15
C3H8N2O2 (the ωB97M-V functional and the def2-TZVPD basis)
H 0.793 0.562 1.762
H 1.171 -1.407 0.558
H 1.061 -1.273 -1.367
H -0.867 0.524 1.415
N -0.250 0.923 -1.335
H 0.293 0.933 -2.209
N 0.520 0.356 -0.258
H -1.236 -1.289 0.347
C 0.085 0.849 1.053
O -0.647 -1.674 -0.436
O -3.605 0.418 -0.070
H 0.051 1.970 0.980
C -3.081 -0.279 0.694
C 0.646 -1.078 -0.416
H -1.231 0.435 -1.401
```

Record 5
An isolated ion of composition C3H8N2O2 and charge +1, computed with the ωB97M-V functional and the def2-TZVPD basis.

## Properties
**HOMO (alpha / beta)**: -15.5914 / -14.9949 eV
**ΔE to the lowest compared entry with this formula, charge and spin**: 28.1 kcal/mol
**Energy**: -10306.853 eV
**Total charge**: +1
**Spin multiplicity**: 2
**Max |F|**: 2.12 eV/A
**<S²>**: 0.76
**LUMO level (alpha / beta)**: -3.257 / -8.544 eV

```
15
C3H8N2O2 (the ωB97M-V functional and the def2-TZVPD basis)
C -1.436 -0.937 -0.102
N -0.486 -0.315 -1.047
O 2.106 -0.016 1.232
H 1.066 -1.497 -0.406
C 0.869 -0.502 -0.798
H 1.009 2.323 1.270
O -2.684 -0.345 -0.026
H -3.072 -0.283 -0.894
N 0.797 1.685 0.520
H -0.734 -0.380 -2.033
C 1.415 0.511 0.425
H -1.542 -1.992 -0.380
H -0.044 1.842 -0.013
H 1.498 -0.190 -1.629
H -0.965 -0.816 0.866
```

Record 6
A 2-piece molecular cluster, C3H8N2O2 overall, computed with the ωB97M-V functional and the def2-TZVPD basis.

## Properties
**HOMO (alpha / beta)**: -15.4936 / -15.1274 eV
**ΔE to the lowest compared entry with this formula, charge and spin**: 26.5 kcal/mol
**Energy**: -10306.922 eV
**Total charge**: +1
**Spin multiplicity**: 2
**Max |F|**: 2.73 eV/A
**<S²>**: 0.76
**LUMO level (alpha / beta)**: -4.716 / -7.213 eV

```
15
C3H8N2O2 (the ωB97M-V functional and the def2-TZVPD basis)
H 1.033 -1.248 -3.133
C -1.130 1.099 0.219
N -0.920 0.825 1.446
H 0.398 -0.773 1.180
O 1.187 0.484 -0.596
O 2.285 -1.317 -1.021
H -1.123 -1.193 1.956
C 1.398 -0.487 -1.335
H -0.835 0.370 -0.504
C -0.336 -0.452 1.905
H 0.264 0.189 -2.790
H -1.163 1.479 2.182
H -1.728 1.978 0.026
H 0.094 -0.258 2.879
N 0.574 -0.697 -2.412
```

Record 7
A 3-piece molecular cluster, C3H8N2O2 overall, computed with the ωB97M-V functional and the def2-TZVPD basis.

## Properties
**HOMO (alpha / beta)**: -14.4812 / -14.4766 eV
**ΔE to the lowest compared entry with this formula, charge and spin**: 33.6 kcal/mol
**Energy**: -10306.618 eV
**Total charge**: +1
**Spin multiplicity**: 2
**Max |F|**: 3.31 eV/A
**<S²>**: 0.76
**LUMO level (alpha / beta)**: -4.632 / -8.752 eV

```
15
C3H8N2O2 (the ωB97M-V functional and the def2-TZVPD basis)
O 1.208 1.812 -0.293
H 0.174 -0.905 -2.051
H 1.721 1.857 -1.117
C -0.526 -0.681 -1.261
H 3.102 -0.310 1.668
H 1.963 0.320 0.886
N -1.650 -0.616 0.636
H -1.960 -0.764 1.599
C -0.813 -1.431 -0.082
H -0.550 -2.383 0.383
O 2.285 -0.532 1.215
H -2.519 1.252 0.331
N -1.019 0.585 -1.132
H 0.459 1.308 -0.693
C -1.875 0.487 -0.088
```

Record 8
An isolated ion of composition C3H8N2O2 and charge +1, computed with the ωB97M-V functional and the def2-TZVPD basis.

## Properties
**HOMO (alpha / beta)**: -15.2626 / -15.0533 eV
**ΔE to the lowest compared entry with this formula, charge and spin**: 65.7 kcal/mol
**Energy**: -10305.226 eV
**Total charge**: +1
**Spin multiplicity**: 2
**Max |F|**: 4.37 eV/A
**<S²>**: 0.76
**LUMO level (alpha / beta)**: -3.526 / -8.537 eV

```
15
C3H8N2O2 (the ωB97M-V functional and the def2-TZVPD basis)
H -2.273 -0.550 0.153
H 1.054 1.208 -0.240
C 1.517 -0.974 0.818
H 0.648 0.849 -2.018
H 2.047 0.007 0.981
N 1.229 -0.835 -0.616
H -1.449 -0.960 -1.197
O 0.540 -0.937 1.918
C -1.059 0.907 -0.530
C 0.601 0.483 -0.910
H 1.842 -1.326 -1.289
O -1.299 2.054 -0.258
N -1.916 -0.152 -0.675
H 0.456 -1.833 2.088
H 2.201 -1.913 1.015
```

Record 9
The molecule C3H8N2O3S, computed with the ωB97M-V functional and the def2-TZVPD basis.

## Properties
**HOMO**: -9.9833 eV
**ΔE to the lowest compared entry with this formula, charge and spin**: 89.4 kcal/mol
**Energy**: -23195.226 eV
**Max |F|**: 4.47 eV/A
**LUMO level**: 0.547 eV

```
17
C3H8N2O3S (the ωB97M-V functional and the def2-TZVPD basis)
O -2.068 1.029 1.262
O -0.036 -0.374 2.790
O -1.152 -1.551 0.930
H 1.809 -0.326 1.217
H -1.326 1.705 -1.240
H -2.362 0.092 1.478
H -1.335 -0.106 -0.866
H 0.779 -1.704 -1.323
H 1.450 1.331 -0.819
H 0.620 0.610 -2.380
N -0.802 1.009 0.726
C -0.782 0.766 -0.714
C 0.651 0.545 -1.262
S -0.200 -0.546 1.403
C 1.300 -0.806 -0.754
N 1.175 -0.825 0.682
H 2.281 -0.848 -1.131
```

Record 10
The molecule C3H8N2O3S, computed with the ωB97M-V functional and the def2-TZVPD basis.

## Properties
**HOMO**: -10.3409 eV
**ΔE to the lowest compared entry with this formula, charge and spin**: 115.6 kcal/mol
**Energy**: -23194.089 eV
**Max |F|**: 3.90 eV/A
**LUMO level**: 0.633 eV

```
17
C3H8N2O3S (the ωB97M-V functional and the def2-TZVPD basis)
H 0.987 -1.212 3.397
O 1.214 1.692 1.922
O -1.050 0.717 2.529
H -1.676 -0.636 1.170
C -0.368 -0.224 -1.895
H -1.031 1.303 -0.390
O -0.832 -1.154 1.067
C -0.220 0.070 -3.149
H 1.228 0.196 4.114
H -0.945 -1.118 -1.774
N 0.192 -0.379 0.697
N 1.222 -0.309 3.188
S 0.327 0.600 2.084
H 0.037 1.043 -3.432
H -0.562 -0.740 -3.748
H 0.747 1.209 -0.678
C -0.208 0.592 -0.644
```

Record 11
A 2-piece molecular cluster, C3H8N2O3S overall, computed with the ωB97M-V functional and the def2-TZVPD basis.

## Properties
**HOMO**: -9.2877 eV
**ΔE to the lowest compared entry with this formula, charge and spin**: 94.4 kcal/mol
**Energy**: -23195.008 eV
**Max |F|**: 6.62 eV/A
**LUMO level**: -0.561 eV

```
17
C3H8N2O3S (the ωB97M-V functional and the def2-TZVPD basis)
S -3.169 -0.401 -0.242
H -0.988 -2.317 0.535
H 1.074 -1.770 -0.544
C -1.402 0.393 -0.277
O -3.563 0.382 0.866
H -0.958 3.381 -0.345
N -0.388 -1.546 0.919
O -2.988 -1.809 -0.068
H 0.442 2.611 0.747
H -0.648 -1.477 1.865
O -3.672 0.074 -1.480
H 1.533 -0.895 0.937
H -1.105 2.930 1.377
N -1.161 1.451 0.128
H 1.529 -2.622 1.075
C 0.963 -1.644 0.607
C -0.641 2.732 0.447
```

Record 12
A 2-piece molecular cluster, C3H8N2O5P overall, computed with the ωB97M-V functional and the def2-TZVPD basis.

## Properties
**HOMO (alpha / beta)**: -4.5839 / -5.3906 eV
**ΔE to the lowest compared entry with this formula, charge and spin**: 75.6 kcal/mol
**Energy**: -25747.712 eV
**Total charge**: -1
**Max |F|**: 4.72 eV/A
**LUMO level (alpha / beta)**: 2.096 / 3.131 eV

```
19
C3H8N2O5P (the ωB97M-V functional and the def2-TZVPD basis)
P -0.913 -0.302 1.606
O -0.090 0.844 2.134
H 3.964 -1.558 -0.346
O 0.044 1.639 -0.364
C -0.811 0.770 -0.967
N -2.202 1.327 -1.157
H 0.669 -1.868 1.624
O -0.214 -1.725 1.962
H 0.167 1.582 0.561
H -0.208 0.561 -1.858
H -2.150 2.339 -1.281
O 3.658 -0.889 -0.923
N 1.610 -1.488 -0.147
O -2.334 -0.305 1.991
H -2.682 1.223 -0.248
C -0.967 -0.491 -0.221
H -1.654 -1.195 -0.429
H 1.819 0.181 -1.177
C 2.294 -0.645 -0.759
```

Record 13
The molecule C3H8N2OS, computed with the ωB97M-V functional and the def2-TZVPD basis.

## Properties
**HOMO**: -9.2386 eV
**ΔE to the lowest compared entry with this formula, charge and spin**: 3.0 kcal/mol
**Energy**: -19104.370 eV
**Max |F|**: 0.43 eV/A
**LUMO level**: 0.671 eV

```
15
C3H8N2OS (the ωB97M-V functional and the def2-TZVPD basis)
C 1.294 -0.573 -0.400
H -0.405 1.169 1.304
H -0.586 -1.407 -0.004
S -2.679 0.570 -0.844
H -0.431 1.370 -1.242
H -1.116 -0.204 1.834
H -0.793 -0.138 -2.046
N 2.151 -0.714 0.644
H -2.646 1.489 0.124
C -0.894 0.391 -1.105
C -0.187 -0.391 0.003
H 1.836 -0.404 1.548
H 3.136 -0.706 0.405
O 1.635 -0.614 -1.565
N -0.315 0.162 1.343
```

Record 14
The molecule C3H8N2OS, computed with the ωB97M-V functional and the def2-TZVPD basis.

## Properties
**HOMO**: -9.2250 eV
**ΔE to the lowest compared entry with this formula, charge and spin**: 28.5 kcal/mol
**Energy**: -19103.266 eV
**Max |F|**: 2.28 eV/A
**LUMO level**: 0.623 eV

```
15
C3H8N2OS (the ωB97M-V functional and the def2-TZVPD basis)
C -0.367 1.356 -0.711
H -2.265 0.285 0.235
C 1.000 -0.865 0.096
H 0.573 1.908 -0.796
N 0.382 -1.239 1.229
O -1.964 0.692 1.056
H 0.002 1.202 1.394
H -1.062 2.536 0.935
C -0.808 1.443 0.728
N 2.260 -0.981 0.045
H -1.088 1.823 -1.373
H 2.610 -0.758 -0.865
H 0.901 -1.459 2.058
S -0.048 -0.367 -1.309
H -0.635 -1.262 1.301
```

Record 15
The molecule C3H8N2OS, computed with the ωB97M-V functional and the def2-TZVPD basis.

## Properties
**HOMO (alpha / beta)**: -8.0916 / -7.7826 eV
**ΔE to the lowest compared entry with this formula, charge and spin**: 122.2 kcal/mol
**Energy**: -19099.202 eV
**Max |F|**: 1.30 eV/A
**LUMO level (alpha / beta)**: 0.053 / 0.269 eV

```
15
C3H8N2OS (the ωB97M-V functional and the def2-TZVPD basis)
O -1.427 -1.490 -0.632
S -1.002 -0.469 0.333
H 2.000 -1.795 1.001
N -2.215 0.618 0.511
N -3.388 0.246 0.009
H -3.352 -0.622 -0.534
H 1.601 -0.812 -1.165
C 0.225 0.685 -0.474
H -0.048 0.928 -1.496
H 1.667 -0.200 1.852
H 2.351 0.636 -0.456
H -4.179 0.355 0.630
H 0.199 1.571 0.151
C 1.537 -0.092 -0.350
C 1.655 -0.781 0.947
```

Record 16
The molecule C3H8N2OS2, computed with the ωB97M-V functional and the def2-TZVPD basis.

## Properties
**HOMO**: -8.2362 eV
**ΔE to the lowest compared entry with this formula, charge and spin**: 48.8 kcal/mol
**Energy**: -29937.358 eV
**Max |F|**: 2.04 eV/A
**LUMO level**: 0.758 eV

```
16
C3H8N2OS2 (the ωB97M-V functional and the def2-TZVPD basis)
O 0.418 0.112 -1.218
S -3.115 -0.992 -0.040
C 0.680 1.915 0.501
S 1.244 -2.706 -0.138
H 1.576 0.051 0.564
H -2.460 -1.069 1.136
N -1.766 -0.184 -0.727
H 1.413 2.405 1.173
N -0.240 -1.851 -0.027
C 1.296 0.726 -0.241
H -1.830 0.731 -1.131
H 0.891 -3.603 0.778
C -0.464 -0.752 -0.630
H 2.191 0.989 -0.843
H 0.358 2.656 -0.207
H -0.192 1.573 1.049
```

Record 17
C3H8N2PS as an isolated structure, computed with the ωB97M-V functional and the def2-TZVPD basis.

## Properties
**HOMO (alpha / beta)**: -13.8929 / -13.8935 eV
**ΔE to the lowest compared entry with this formula, charge and spin**: 27.8 kcal/mol
**Energy**: -26335.222 eV
**Total charge**: +1
**Max |F|**: 3.09 eV/A
**LUMO level (alpha / beta)**: -4.293 / -4.293 eV

```
15
C3H8N2PS (the ωB97M-V functional and the def2-TZVPD basis)
C -0.157 -0.232 0.069
S 0.789 -1.509 0.403
H -2.736 -1.002 1.351
N -3.683 0.489 0.108
C 1.930 0.862 0.155
H 3.224 -1.170 0.090
H -2.211 -1.497 -0.734
C 2.315 -0.571 -0.208
H 2.001 0.942 1.244
H -0.022 1.775 -0.114
H 2.184 -0.745 -1.243
H 2.587 1.505 -0.356
N 0.497 0.878 -0.132
P -2.459 -0.459 0.114
H -4.261 0.733 -0.747
```